Density functional theory data (the ωB97M-V functional and the def2-TZVPD basis) for a molecular structure, C28H36F4N7OY at a distorted geometry.

Geometry as XYZ:
```
77
Properties=species:S:1:pos:R:3:lowdin_charge:R:1
Y 0.280 0.306 -0.347 1.642
C -1.140 3.130 2.403 -0.065
C -1.702 2.909 1.029 -0.193
N -0.670 2.518 -0.004 -0.275
C 0.573 3.352 -0.020 -0.246
C 0.403 4.856 -0.352 -0.033
C -1.264 2.502 -1.348 -0.210
C -2.371 1.473 -1.436 -0.237
N -1.908 0.265 -0.793 -0.121
C -2.712 -0.861 -0.863 -0.188
C -2.143 -1.993 -0.329 -0.135
F -0.835 -1.837 0.142 -0.022
C -2.763 -3.210 -0.290 -0.246
F -2.179 -4.254 0.258 0.125
C -4.031 -3.364 -0.832 0.096
C -4.637 -2.239 -1.396 -0.193
F -5.879 -2.233 -1.843 0.142
C -3.966 -1.016 -1.414 -0.161
F -4.642 0.004 -1.907 0.122
H -1.947 3.059 3.136 0.096
H -0.668 4.094 2.540 0.079
H -0.415 2.349 2.660 0.062
H -2.237 3.779 0.655 0.131
H -2.419 2.074 1.057 0.121
H 1.268 2.854 -0.763 0.117
H 1.059 3.274 0.965 0.086
H 0.009 4.999 -1.343 0.072
H 1.360 5.377 -0.255 0.093
H -0.270 5.262 0.410 0.084
H -0.479 2.187 -2.049 0.102
H -1.586 3.456 -1.689 0.127
H -2.594 1.362 -2.494 0.117
H -3.293 1.834 -0.968 0.128
H -4.504 -4.346 -0.807 0.149
C -2.429 -1.580 -5.544 -0.023
C -2.075 -2.711 -4.785 -0.049
C -1.179 -2.595 -3.766 -0.029
C -0.583 -1.359 -3.518 -0.262
C -0.959 -0.218 -4.183 -0.050
C -1.842 -0.347 -5.233 -0.055
N 0.461 -1.210 -2.531 0.025
N 1.187 -2.230 -2.481 0.123
C 2.267 -2.150 -1.563 -0.321
C 3.299 -3.030 -1.794 0.027
C 4.383 -3.039 -0.951 0.002
C 4.367 -2.120 0.086 -0.016
C 3.276 -1.301 0.267 -0.097
N 2.212 -1.318 -0.555 0.029
H -3.165 -1.691 -6.345 0.123
H -2.571 -3.637 -5.032 0.118
H -0.893 -3.480 -3.211 0.119
H -0.533 0.767 -4.008 0.110
H -2.105 0.527 -5.821 0.118
H 3.223 -3.721 -2.639 0.141
H 5.200 -3.738 -1.123 0.138
H 5.204 -2.004 0.745 0.119
H 3.232 -0.623 1.103 0.089
C 2.502 -1.655 4.020 -0.014
N 1.348 -1.009 3.394 -0.107
C 0.018 -1.651 3.514 0.016
C 1.481 0.155 2.788 -0.512
O 0.849 0.392 1.714 -0.153
N 2.305 1.087 3.309 -0.113
C 2.356 1.389 4.718 -0.005
C 3.062 1.999 2.477 -0.027
H 2.390 -2.727 3.871 0.105
H 2.545 -1.491 5.114 0.103
H 3.442 -1.356 3.619 0.085
H -0.138 -1.921 4.578 0.115
H -0.044 -2.554 2.882 0.102
H -0.749 -0.962 3.210 0.087
H 1.996 0.584 5.336 0.089
H 1.795 2.286 4.887 0.099
H 3.367 1.589 5.029 0.103
H 2.882 1.741 1.418 0.080
H 4.118 1.933 2.656 0.097
H 2.799 3.057 2.632 0.108
```

Values from the calculation:
molecular weight: 651.54 g mol⁻¹
HOMO: -12.80 eV
LUMO level: -6.69 eV
E: -1984.45216 hartree
frontier orbital gap: 0.224 Ha
net charge: +2